Record 1
24
Properties=species:S:1:pos:R:3:forces:R:3:mulliken_spin:R:1 method="wB97M-V/def2-TZVPD" homo_ev="-5.67 / -5.63" multiplicity=2 orbital_gap_ev="5.857 / 5.390" e_above_lowest_kj_mol=62.73 s_squared=0.75 e_lumo_ev="0.189 / -0.240"
C 0.53999 -0.66483 2.28540 -0.87 0.10 -0.06 0.92
O -0.79125 -0.52766 1.96812 -0.05 -0.43 -0.78 0.03
C -1.67378 -0.17664 3.02756 0.04 0.27 0.12 0.06
H 0.84777 -1.71003 2.37548 0.47 0.69 -0.01 0.00
H 1.73337 -0.40015 0.07120 -0.38 -0.28 -3.54 -0.01
H 1.05295 0.29464 2.37330 0.37 -0.67 0.20 0.00
H -2.68854 -0.24561 2.62163 0.19 -0.06 0.23 -0.01
H -1.48588 0.86471 3.32445 -0.06 -0.28 0.16 -0.01
H -1.51305 -0.87906 3.85889 -0.27 0.34 -0.12 -0.01
O -0.16494 -2.20592 -0.94405 2.92 -2.28 -0.71 0.00
C 1.09999 -1.98850 -1.47429 0.19 -0.55 -0.17 0.00
C 1.57260 -0.55679 -1.20752 0.04 0.15 2.73 0.01
O 0.47279 0.21256 -1.66109 0.10 0.13 -0.07 0.00
C 0.43224 1.62218 -1.48310 0.28 0.12 0.24 0.00
C -1.04191 2.00392 -1.61548 -0.29 0.52 -0.15 0.00
O -1.85246 1.18347 -0.84406 -0.15 3.49 -0.89 0.00
Yb -1.40541 -0.72114 -0.56854 -2.50 -1.30 2.35 0.01
H 1.05058 -2.12996 -2.57656 0.38 0.06 0.31 0.00
H 1.87311 -2.66956 -1.06560 -0.18 0.03 -0.17 0.00
H 2.49832 -0.28817 -1.73678 -0.12 -0.02 0.24 0.00
H 1.06962 2.11803 -2.23108 -0.13 -0.03 0.12 0.00
H 0.81517 1.85869 -0.47640 -0.10 0.01 -0.11 0.00
H -1.31300 1.93486 -2.69009 0.09 0.09 0.22 0.00
H -1.12825 3.07097 -1.33139 0.03 -0.12 -0.13 0.00

Record 2
81
Properties=species:S:1:pos:R:3:forces:R:3:mulliken_spin:R:1 method="wB97M-V/def2-TZVPD" total_charge=+3 homo_ev="-16.79 / -16.80" multiplicity=5 orbital_gap_ev="8.185 / 5.824" s_squared=6.02 e_lumo_ev="-8.607 / -10.972"
Os 0.30226 0.72417 0.01845 -0.65 -0.69 0.47 3.20
C 3.14441 2.71981 -0.89708 -0.03 0.06 0.06 0.03
N 3.51288 1.36820 -1.30931 -0.12 -0.06 0.31 0.03
C 4.20740 1.30191 -2.59423 0.09 0.05 -0.18 0.00
C 3.35465 0.28820 -0.53299 0.39 0.20 -0.51 0.00
N 2.24751 0.13265 0.25338 -0.80 0.09 0.29 0.05
C 2.43530 -0.50306 1.56592 -0.11 0.07 0.32 0.04
C 1.74951 0.38191 2.59152 0.46 -0.14 0.05 0.01
N 0.33023 0.57551 2.17673 0.28 0.26 -0.19 -0.03
C -0.51296 -0.53435 2.70912 -0.41 -0.48 -0.05 0.01
C -1.48854 -1.08447 1.68219 -0.24 0.09 -0.07 0.03
N -0.82586 -1.42175 0.43169 0.72 1.08 -0.19 0.21
C -0.88831 -2.67460 -0.00601 -0.10 -0.84 -0.19 0.03
N -0.73766 -3.02063 -1.29889 -0.06 0.36 0.41 0.02
C -0.96466 -2.10652 -2.39542 -0.05 0.12 -0.19 0.00
C -0.23226 -4.32910 -1.70078 0.13 -0.23 -0.08 0.00
N -1.16340 -3.71067 0.84736 0.08 0.39 -0.03 0.02
C -2.26639 -4.62421 0.58086 -0.05 -0.31 0.05 0.00
C -0.46605 -3.87950 2.10727 -0.04 -0.13 0.08 0.00
C -0.17457 1.90767 2.59785 -0.28 0.41 -0.04 0.05
C -1.50481 2.18418 1.92842 0.05 0.11 0.16 -0.04
N -1.43844 1.87833 0.48401 1.14 -0.72 0.21 0.01
C -2.48224 2.31674 -0.25712 -0.49 0.21 -0.81 0.00
N -2.33720 2.53476 -1.59061 0.19 0.04 0.43 0.00
C -3.42420 2.24128 -2.51913 -0.16 0.00 -0.13 0.00
C -1.35869 3.47956 -2.11660 0.18 0.05 -0.10 0.01
N -3.68186 2.57117 0.27818 0.02 -0.23 0.02 0.03
C -4.34564 1.77257 1.30762 -0.05 -0.05 0.16 0.00
C -4.50665 3.67496 -0.22401 -0.18 0.14 -0.03 0.00
N 4.30367 -0.64955 -0.52690 -0.18 -0.08 -0.05 0.02
C 4.00647 -2.07386 -0.40205 -0.03 -0.16 0.07 0.01
C 5.72092 -0.33397 -0.70449 0.28 0.01 -0.02 0.00
H 2.75496 3.27101 -1.75121 -0.07 -0.05 -0.01 0.01
H 4.02777 3.24585 -0.52802 -0.02 0.00 -0.02 0.00
H 2.39416 2.70564 -0.10939 0.03 -0.01 0.03 -0.02
H 3.57972 1.79949 -3.33487 0.01 0.00 0.02 0.00
H 4.34827 0.27152 -2.90532 -0.01 -0.01 0.05 0.00
H 5.17064 1.81297 -2.56950 -0.01 -0.03 0.05 0.00
H 3.49228 -0.58444 1.81601 0.00 -0.04 -0.04 -0.01
H 1.99590 -1.50498 1.57522 0.07 0.00 -0.02 0.00
H 2.24992 1.34939 2.63090 -0.08 0.04 -0.07 0.00
H 1.80861 -0.05959 3.58739 -0.14 0.05 0.04 0.00
H -1.06413 -0.19980 3.59020 0.14 0.14 0.04 0.00
H 0.14561 -1.34011 3.02655 0.06 0.12 -0.01 0.00
H -2.24916 -0.33572 1.44934 0.02 -0.08 0.12 -0.03
H -2.00727 -1.93312 2.12930 0.01 0.03 -0.05 0.01
H -1.48036 -1.22171 -2.03898 -0.02 0.08 0.01 0.00
H -1.58405 -2.60011 -3.14619 0.00 0.01 0.04 0.00
H -0.02874 -1.82037 -2.87693 0.03 0.05 0.01 0.00
H -0.33529 -5.06461 -0.91257 0.02 0.04 0.00 0.00
H 0.82512 -4.25604 -1.96994 -0.04 0.05 -0.04 0.00
H -0.77594 -4.67875 -2.57715 -0.06 0.01 0.04 0.00
H -2.70079 -4.42607 -0.39550 0.04 0.01 0.00 0.00
H -3.04668 -4.50047 1.33708 0.04 0.05 0.00 0.00
H -1.93791 -5.66535 0.62079 0.03 0.03 -0.05 0.00
H 0.35572 -3.16868 2.17469 -0.01 -0.08 -0.02 0.00
H -0.04280 -4.88583 2.15224 -0.01 0.02 0.01 0.00
H -1.12503 -3.76440 2.97359 0.01 0.04 -0.01 0.00
H 0.55781 2.66484 2.30935 0.06 -0.08 -0.04 0.00
H -0.29302 1.95339 3.68315 0.10 -0.06 0.01 0.00
H -1.75334 3.23761 2.07422 -0.06 -0.02 0.02 0.00
H -2.27590 1.59617 2.42591 0.05 0.02 -0.02 0.00
H -4.10552 1.50798 -2.09477 0.02 0.00 0.04 0.00
H -2.98560 1.82330 -3.42610 0.02 -0.01 0.04 0.00
H -3.98712 3.13118 -2.80768 0.03 0.02 0.04 0.00
H -0.58021 3.68374 -1.38643 0.03 -0.04 0.02 0.00
H -1.85623 4.42033 -2.37112 -0.02 -0.02 0.07 0.00
H -0.91824 3.09115 -3.03211 0.09 -0.04 0.01 0.00
H -3.94948 0.76004 1.34084 0.02 0.06 -0.03 0.00
H -5.40143 1.70193 1.04937 0.02 -0.01 -0.06 0.00
H -4.28069 2.23822 2.29258 -0.02 0.00 -0.03 0.00
H -3.92217 4.35014 -0.84104 0.03 -0.03 0.01 0.00
H -4.87484 4.23464 0.63629 0.04 -0.02 0.01 0.00
H -5.37107 3.31582 -0.78347 0.05 -0.05 -0.02 0.00
H 2.93537 -2.24866 -0.47894 0.01 0.03 -0.01 -0.01
H 4.38180 -2.48185 0.53803 -0.01 0.05 0.01 0.00
H 4.50571 -2.60273 -1.21465 -0.03 0.02 -0.01 0.00
H 5.90208 0.72975 -0.57915 -0.07 0.00 -0.01 0.00
H 6.09294 -0.65726 -1.67725 -0.06 0.01 0.00 0.00
H 6.28704 -0.86341 0.06260 -0.06 -0.02 0.01 0.00
Cl 0.60679 0.86061 -2.15234 -0.24 0.13 -0.39 0.30

Record 3
24
Properties=species:S:1:pos:R:3:forces:R:3:lowdin_charge:R:1 method="wB97M-V/def2-TZVPD" total_charge=+1 homo_ev=-14.63 orbital_gap_ev=5.196 e_above_lowest_kj_mol=740.21 e_lumo_ev=-9.437
C 2.88993 -1.07113 -0.35936 -0.51 1.34 -1.28 -0.07
C 1.59451 -0.23766 -0.22077 0.16 -0.55 -0.36 -0.22
C 0.92978 -0.44303 1.15222 -0.77 -1.31 -1.17 -0.14
C -0.35101 1.68831 1.15874 -1.60 -0.69 0.99 -0.01
N -0.27183 0.29923 1.33334 1.07 2.38 1.72 0.13
H 3.23450 -0.76683 -1.36288 0.49 0.05 0.50 0.09
H 2.68849 -2.12323 -0.54000 -0.11 -0.17 0.76 0.09
H 3.63427 -0.84308 0.39686 0.14 -0.28 -0.05 0.08
H 0.95002 -0.63746 -1.00780 -0.57 0.03 0.37 0.10
H 1.66069 0.82973 -0.45417 0.63 -0.12 0.25 0.11
H 1.63570 -0.22279 1.96977 -0.02 0.34 0.02 0.18
H 0.63265 -1.49631 1.23849 0.25 0.15 0.22 0.15
H 0.39231 2.37551 1.59760 0.98 -0.71 -0.99 0.16
H -1.29247 2.08503 1.53884 -0.24 -0.54 -0.12 0.11
H -0.46988 1.82059 0.02648 -0.16 -0.02 -1.51 0.14
H -2.48124 0.67529 -0.47255 -0.43 0.12 0.25 -0.03
H -3.61628 0.10872 0.51910 -0.05 -0.14 -0.17 0.06
O -2.93274 0.77271 0.40228 0.19 -0.07 0.57 -0.04
H -0.91361 -0.07344 2.03294 -0.73 -0.30 -0.85 0.18
H -2.03036 -2.41594 -1.75183 -0.61 -0.35 -0.26 0.04
O -1.37040 -1.75194 -1.59416 0.29 1.37 0.28 -0.06
H -1.77204 -0.84998 -1.72277 0.51 -1.25 0.09 0.01
H -1.42752 1.35980 -2.37088 0.06 0.14 0.25 0.06
O -1.31344 0.91791 -1.50948 1.02 0.59 0.47 -0.13

Repeat the first record exactly.
24
Properties=species:S:1:pos:R:3:forces:R:3:mulliken_spin:R:1 method="wB97M-V/def2-TZVPD" homo_ev="-5.67 / -5.63" multiplicity=2 orbital_gap_ev="5.857 / 5.390" e_above_lowest_kj_mol=62.73 s_squared=0.75 e_lumo_ev="0.189 / -0.240"
C 0.53999 -0.66483 2.28540 -0.87 0.10 -0.06 0.92
O -0.79125 -0.52766 1.96812 -0.05 -0.43 -0.78 0.03
C -1.67378 -0.17664 3.02756 0.04 0.27 0.12 0.06
H 0.84777 -1.71003 2.37548 0.47 0.69 -0.01 0.00
H 1.73337 -0.40015 0.07120 -0.38 -0.28 -3.54 -0.01
H 1.05295 0.29464 2.37330 0.37 -0.67 0.20 0.00
H -2.68854 -0.24561 2.62163 0.19 -0.06 0.23 -0.01
H -1.48588 0.86471 3.32445 -0.06 -0.28 0.16 -0.01
H -1.51305 -0.87906 3.85889 -0.27 0.34 -0.12 -0.01
O -0.16494 -2.20592 -0.94405 2.92 -2.28 -0.71 0.00
C 1.09999 -1.98850 -1.47429 0.19 -0.55 -0.17 0.00
C 1.57260 -0.55679 -1.20752 0.04 0.15 2.73 0.01
O 0.47279 0.21256 -1.66109 0.10 0.13 -0.07 0.00
C 0.43224 1.62218 -1.48310 0.28 0.12 0.24 0.00
C -1.04191 2.00392 -1.61548 -0.29 0.52 -0.15 0.00
O -1.85246 1.18347 -0.84406 -0.15 3.49 -0.89 0.00
Yb -1.40541 -0.72114 -0.56854 -2.50 -1.30 2.35 0.01
H 1.05058 -2.12996 -2.57656 0.38 0.06 0.31 0.00
H 1.87311 -2.66956 -1.06560 -0.18 0.03 -0.17 0.00
H 2.49832 -0.28817 -1.73678 -0.12 -0.02 0.24 0.00
H 1.06962 2.11803 -2.23108 -0.13 -0.03 0.12 0.00
H 0.81517 1.85869 -0.47640 -0.10 0.01 -0.11 0.00
H -1.31300 1.93486 -2.69009 0.09 0.09 0.22 0.00
H -1.12825 3.07097 -1.33139 0.03 -0.12 -0.13 0.00